Entry 1:
{"formula": "C36H48Cl3F24NO17", "method": "wB97M-V/def2-TZVPD", "smiles": "CCOC(=O)C(F)(F)F.CCOC(=O)C(F)(F)F.CCOC(=O)C(F)(F)F.CCOC(=O)C(F)(F)F.CCOC(=O)C(F)(F)F.CCOC(=O)C(F)(F)F.CCOC(=O)C(F)(F)F.CCOC(=O)C(F)(F)F.ClC(Cl)Cl.CN(C)C=O", "e_homo_ev": -9.310, "orbital_gap_ev": 9.6, "species": ["Cl", "Cl", "Cl", "F", "F", "F", "F", "F", "F", "F", "F", "F", "F", "F", "F", "F", "F", "F", "F", "F", "F", "F", "F", "F", "F", "F", "F", "O", "O", "O", "O", "O", "O", "O", "O", "O", "O", "O", "O", "O", "O", "O", "O", "O", "N", "C", "C", "C", "C", "C", "C", "C", "C", "C", "C", "C", "C", "C", "C", "C", "C", "C", "C", "C", "C", "C", "C", "C", "C", "C", "C", "C", "C", "C", "C", "C", "C", "C", "C", "C", "C", "H", "H", "H", "H", "H", "H", "H", "H", "H", "H", "H", "H", "H", "H", "H", "H", "H", "H", "H", "H", "H", "H", "H", "H", "H", "H", "H", "H", "H", "H", "H", "H", "H", "H", "H", "H", "H", "H", "H", "H", "H", "H", "H", "H", "H", "H", "H", "H"], "positions_angstrom": [[-1.9602, 0.3970, -7.1233], [0.4810, -1.0313, -6.3561], [-1.2882, -2.4334, -8.1670], [-2.3776, -4.7786, 7.9302], [4.0130, 10.2000, -4.7599], [-0.3384, -5.0317, 8.1439], [-5.7564, -9.8730, 4.1210], [3.7899, 9.9177, -2.7203], [-10.4231, 7.0836, -8.0730], [9.8859, -4.9234, 3.8258], [8.7068, -6.6193, 3.2824], [-7.5650, -5.1883, -0.6419], [-5.1489, -9.1629, 6.0688], [-8.7037, 6.3290, -9.0689], [7.9680, -5.1246, 4.6629], [1.9905, 10.1333, -3.9477], [-8.9240, 8.4525, -8.6438], [9.1612, 0.8882, -4.8265], [-7.8568, -3.3857, -1.7833], [-4.6594, -11.1582, 5.5653], [8.7127, 1.2068, -2.7046], [-1.0296, -3.1625, 8.5668], [9.1402, -0.8757, -3.4541], [-9.5881, -4.7367, -1.4473], [-2.5379, 9.9297, 2.7715], [-4.4509, 9.0645, 2.0444], [-4.4785, 10.5755, 3.6264], [-3.4272, -8.8528, 3.2663], [11.6917, 0.7301, -4.3983], [-3.5261, 10.9085, 0.2136], [-4.3864, 12.3921, 1.7266], [-7.4832, 6.2404, -6.5963], [3.4681, 7.3020, -3.3451], [-0.4138, -4.5967, 10.9608], [-7.6438, -6.6864, -2.7522], [11.0748, -6.6966, 5.2932], [11.3092, 0.6297, -2.1404], [-8.7657, 7.9945, -5.8005], [-2.4717, -5.5276, 10.5099], [-8.1093, -4.7734, -4.0478], [2.7865, 7.7311, -5.4627], [-2.0485, -0.3076, -0.4874], [9.0866, -7.2995, 6.1890], [-2.3321, -9.4430, 5.1812], [-0.3985, 0.8895, 0.5632], [-7.7564, -9.1207, -3.2720], [0.6348, -0.1995, 0.8214], [-2.2320, -8.4226, 2.6597], [0.0841, 2.1792, 1.0299], [11.8005, -7.4750, 6.2288], [-1.2519, -1.2309, -6.8404], [-5.4986, 7.1181, -5.6712], [3.2153, 9.6224, -3.8902], [2.7555, 6.4080, -5.8566], [13.1250, 0.7843, -4.3297], [3.2168, 8.1315, -4.2153], [-3.9878, 11.1608, 1.3299], [-8.2610, -4.6178, -1.6278], [-7.8517, -7.6671, -3.7631], [4.2395, 6.2736, -6.3911], [13.7090, 1.3550, -5.5979], [-3.8538, 10.1663, 2.5236], [9.4134, 0.4946, -3.5741], [9.0300, -5.8133, 4.2366], [-6.6541, 6.1426, -5.4825], [-4.0180, -6.5721, 12.1856], [-1.3309, -4.4138, 8.6913], [-2.6664, -5.8503, 11.9010], [-8.4570, 7.2236, -6.7239], [-1.3508, -4.8539, 10.1632], [-4.7590, -9.9311, 5.0171], [-4.5957, 13.4426, 0.7653], [-1.6672, 0.7192, 0.0544], [10.8882, 0.7302, -3.3005], [-6.0843, 13.5556, 0.2381], [-9.1058, 7.2660, -8.1626], [-7.9788, -5.3548, -2.9759], [-2.7354, -7.6956, 1.3664], [9.7368, -6.6599, 5.4182], [-3.3749, -9.4411, 4.5019], [13.2841, -7.3523, 5.8703], [-6.8252, -9.2542, -2.7216], [13.5893, -6.3432, 6.1470], [-6.3660, 12.8762, -0.5663], [0.2008, -1.1481, 0.5054], [14.7938, 1.2490, -5.5884], [-6.4078, 5.0916, -5.3315], [-4.3399, 14.3397, 1.3291], [-3.2319, -6.7630, 1.6341], [-3.4430, -8.3351, 0.8387], [-1.6782, -7.7407, 3.3049], [13.3778, -7.4333, 4.7874], [-7.8049, -9.9173, -4.0144], [1.6128, -0.1227, 0.3463], [0.8667, -0.3122, 1.8805], [13.4495, 1.4898, -3.5648], [-8.5585, -9.3484, -2.5699], [-3.9552, 13.2690, -0.0995], [-1.5263, -9.2099, 2.3943], [13.3063, 0.8921, -6.4988], [-2.6373, -4.9311, 12.4862], [13.5569, 2.4214, -5.7645], [4.4597, 5.5552, -7.1807], [2.5733, 5.6854, -5.0611], [0.9873, 2.4270, 0.4723], [4.9518, 6.0720, -5.5910], [-1.8761, -7.4832, 0.7303], [-1.8280, -6.4708, 12.2175], [-4.7297, 6.8653, -4.9411], [-6.2595, 14.5842, -0.0771], [-5.0045, 7.0266, -6.6385], [-3.9979, -7.5225, 11.6523], [-4.8109, -6.0425, 11.6575], [-2.3233, 1.6033, 0.0459], [-7.0998, -7.5320, -4.5406], [13.8881, -8.0749, 6.4191], [4.5180, 7.2096, -6.8753], [-1.6599, -1.7112, -5.9511], [-6.8382, 13.3832, 1.0062], [11.7059, -7.0752, 7.2385], [11.3937, -8.4835, 6.3024], [0.3126, 2.1193, 2.0940], [-4.3136, -6.6917, 13.2279], [1.9969, 6.4314, -6.6389], [-7.2201, 6.4257, -4.5950], [13.5551, -0.2085, -4.1975], [-8.8320, -7.4615, -4.1930], [-0.6366, 2.9931, 0.9515], [-5.7270, 8.1782, -5.5611]], "atomic_forces_ev_per_a": [[0.1760, -1.3178, -0.1475], [-0.4058, 0.1437, -0.2321], [-0.4466, 0.9264, 0.3234], [-0.7206, 0.7807, 0.8611], [0.2927, 0.9684, -1.6545], [2.5908, -1.9788, -0.9545], [0.9522, -0.3964, 0.2293], [-0.8958, -0.7152, 0.3708], [-0.4070, -0.1123, 0.6116], [1.2117, 1.1416, -1.1371], [-0.7112, -1.0133, -1.4014], [-0.6484, 0.3057, 0.3927], [0.4165, 0.2718, -0.7253], [0.5100, 0.8073, 1.0985], [-0.3554, -0.6149, 0.1793], [0.0162, 0.0629, 0.0838], [0.7246, 1.4469, -0.7912], [-0.8198, -0.3433, 0.3139], [-0.4791, 1.0466, 0.5727], [0.0867, 0.1851, -1.1268], [-0.4221, -0.5997, -0.3174], [-0.8372, 2.3101, 0.2177], [0.1500, 2.4266, -0.1332], [0.4488, 0.5816, 0.7194], [-1.3824, 0.0586, 0.0608], [0.3640, -0.4333, 0.8485], [0.5120, -0.3526, -0.2250], [-1.3008, -1.9575, 2.0927], [-1.7229, 0.3599, 0.1966], [-1.6699, 0.1081, 2.7290], [-0.5351, -1.5616, 0.2132], [-2.9503, 0.9602, -2.7459], [-0.0736, 1.8826, -1.5159], [-3.2170, -0.7349, -3.2165], [-0.5529, 1.8134, 0.8553], [-1.1240, 0.8917, -0.4857], [-1.1514, 0.8824, -2.8394], [0.6495, -2.2274, -3.3898], [0.2590, 0.6057, -0.8755], [0.3104, -1.8566, 2.4937], [-0.3990, 4.6275, 2.8864], [0.0581, 0.3718, 0.6415], [0.0734, 0.2659, 0.2248], [-3.6199, -0.6264, -1.7596], [1.0354, -0.1869, 0.5936], [-0.0517, 0.5885, 1.3225], [-1.7794, -0.3056, -0.3295], [0.3038, 1.5353, -1.5970], [-0.1859, -0.0658, 0.2661], [0.8589, -0.3754, 1.1429], [1.2089, -0.1191, 0.4988], [0.9876, -0.5572, 0.2816], [0.8017, 0.0752, -0.1044], [2.6250, -1.0350, -1.1557], [0.6404, 0.8808, 0.1963], [-0.9655, -4.7142, 1.0835], [2.3547, 1.9240, -2.2071], [0.9326, -2.0079, -1.8371], [-0.1252, -0.4993, -1.6238], [-0.3430, -0.5998, -0.6793], [-0.2489, 0.3145, -1.0827], [-0.1409, 0.4116, -1.3692], [0.5409, -0.7262, -0.7102], [1.2427, 0.1179, 3.1434], [0.0800, 1.4369, 1.3242], [0.5083, 0.3186, -2.0970], [-0.2397, -1.4042, -0.2186], [-0.1770, -0.2863, 1.4275], [1.3322, 0.0794, 3.5146], [1.1596, 0.1031, 4.3989], [-0.6812, 0.1523, 1.5246], [-1.3599, -0.1401, -0.8523], [1.1061, -1.3152, -0.9354], [3.9241, -2.0424, 2.7322], [0.5277, -0.0927, 0.8017], [-0.5818, -1.7414, 0.2578], [0.1339, -0.7648, -2.1646], [0.6934, -0.4300, 0.9918], [-0.4619, -0.4460, -0.8162], [3.7261, 1.6900, 0.1501], [-0.8938, 0.2521, -0.2226], [0.0926, -0.0155, -0.0249], [0.2031, -0.0531, -0.0344], [0.5241, -0.0002, -0.1111], [-0.0674, 0.1119, -0.1016], [-0.0098, -0.3359, 0.0750], [0.3613, 0.1333, -0.5029], [0.0806, -0.0653, -0.2830], [0.0224, -0.0518, -0.0495], [0.1129, 0.0048, -0.0124], [-0.1917, 0.0510, 0.1467], [0.3400, -0.3051, 0.0774], [0.0439, 0.6003, -0.5154], [-0.3071, 0.7464, -0.5445], [-0.3893, 0.4041, 0.2203], [-0.2670, -0.5340, 0.6113], [-0.0622, 0.1308, 0.1078], [0.2284, 0.2085, 0.2351], [-0.4196, -0.4892, 0.2148], [0.1332, -0.3390, 0.0461], [0.1965, 0.1291, -0.1654], [-0.3469, 0.1017, 0.4648], [-0.5219, -0.5095, 0.1762], [-0.2850, 0.2562, 0.0236], [0.0215, 0.2354, 0.0968], [-0.2495, 0.1072, 0.1825], [-0.1040, 0.0674, -0.0738], [0.0041, 0.0431, 0.0190], [0.0694, 0.1720, 0.1666], [0.2002, -0.0251, -0.2479], [-0.2228, -0.3146, -0.1535], [0.0306, -0.3210, 0.4219], [-0.1087, 0.3265, 0.2360], [0.4046, 0.2420, 0.4072], [-0.0424, 0.1974, -0.1076], [-0.0519, -0.0108, -0.2065], [-0.1554, 0.1936, 0.2616], [-0.5331, 0.3732, -0.4315], [0.2954, -0.0445, 0.4038], [-0.4645, 0.2495, 0.0086], [0.1329, -0.1005, -0.4731], [0.2724, -0.0287, 0.0850], [0.5505, 0.1066, -0.0629], [0.1517, -0.6045, 0.0422], [-0.0468, 0.1111, 0.1320], [-0.4005, -0.0445, 0.4466], [0.0032, -0.1205, -0.1893], [-0.1652, -0.2123, -0.4094], [-0.5052, -0.1933, 0.1999]], "mulliken_charge": [-0.10, -0.14, -0.11, -0.23, -0.25, -0.26, -0.22, -0.24, -0.25, -0.25, -0.23, -0.23, -0.25, -0.24, -0.25, -0.23, -0.23, -0.23, -0.22, -0.23, -0.22, -0.24, -0.24, -0.24, -0.23, -0.24, -0.22, -0.18, -0.24, -0.55, -0.31, -0.30, -0.53, -0.55, -0.23, -0.21, -0.53, -0.53, -0.20, -0.51, -0.34, -0.59, -0.50, -0.54, 0.09, -1.19, -0.91, -0.27, -0.91, -0.27, 0.05, -1.13, 0.87, -0.17, -0.10, 0.44, 0.42, 0.92, -0.15, -1.10, -1.22, 0.83, 0.88, 0.87, -0.20, -1.16, 0.87, -0.22, 0.43, 0.37, 0.81, -0.21, 0.18, 0.33, -1.12, 0.82, 0.27, -1.10, 0.34, 0.38, -1.11, 0.30, 0.29, 0.32, 0.30, 0.37, 0.33, 0.30, 0.29, 0.30, 0.32, 0.31, 0.37, 0.31, 0.33, 0.27, 0.31, 0.31, 0.31, 0.33, 0.31, 0.33, 0.38, 0.28, 0.29, 0.29, 0.38, 0.32, 0.37, 0.37, 0.32, 0.31, 0.32, 0.29, 0.27, 0.36, 0.32, 0.29, 0.32, 0.29, 0.36, 0.31, 0.36, 0.28, 0.29, 0.26, 0.32, 0.30, 0.32]}

=====

Entry 2:
{"formula": "C4H4BrClN2", "method": "wB97M-V/def2-TZVPD", "e_homo_ev": -9.014, "orbital_gap_ev": 9.0, "species": ["Br", "Cl", "N", "N", "C", "C", "C", "C", "H", "H", "H", "H"], "positions_angstrom": [[-1.3933, -1.4059, 2.2646], [0.6770, -2.3652, 0.2449], [-1.4985, -0.5202, -0.6501], [1.0776, 0.9003, -0.1380], [-0.1566, -0.9996, 0.8929], [0.6812, 0.2309, 1.0719], [0.4070, 0.8911, -1.2006], [-0.9185, 0.2707, -1.4110], [-1.4480, 0.5996, -2.3054], [0.8058, 1.4536, -2.0377], [0.1466, 0.9652, 1.6867], [1.6198, -0.0205, 1.5818]], "atomic_forces_ev_per_a": [[0.2076, 0.0116, 0.0172], [0.0184, 0.0305, 0.0565], [1.6015, -1.4209, 2.8883], [0.5371, 0.3576, -0.4793], [-2.3146, 0.8779, -2.5387], [-0.1223, -0.1251, 0.3205], [0.2530, 0.0713, 0.1362], [0.1492, 0.3847, -0.2835], [-0.1329, -0.0029, -0.1584], [0.0442, 0.0837, -0.0948], [0.0308, -0.1885, -0.0073], [-0.2719, -0.0800, 0.1435]], "mulliken_charge": [-0.05, -0.11, -0.51, -0.48, 0.27, -0.55, -0.07, 0.11, 0.36, 0.37, 0.37, 0.31]}

=====

Entry 3:
{"formula": "C5H13NO", "method": "wB97M-V/def2-TZVPD", "smiles": "C/C=C(\\C)NC.O", "e_homo_ev": -8.355, "orbital_gap_ev": 9.2, "species": ["O", "N", "C", "C", "C", "C", "C", "H", "H", "H", "H", "H", "H", "H", "H", "H", "H", "H", "H", "H"], "positions_angstrom": [[-0.1636, 2.7011, 1.6533], [-0.5541, 0.6122, -1.0615], [0.1029, -0.4251, -0.2915], [-0.2419, -0.8093, 0.9613], [-0.9304, 0.1002, -2.4037], [0.3923, -1.7801, 1.9495], [1.3836, -0.8882, -0.9310], [0.0129, 3.1162, 0.8926], [0.4483, -2.7252, 1.4505], [-0.1454, 0.0323, -3.0657], [-1.4213, 0.8363, -0.5498], [-1.3426, 1.0649, -2.7091], [-1.3999, -0.9910, -2.3571], [1.3044, -1.8079, -1.4177], [-0.1166, -1.8391, 2.9676], [-0.6224, 1.8918, 1.6204], [1.7695, 0.0876, -1.6300], [2.1940, -1.0675, -0.2035], [1.4461, -1.4171, 2.0122], [-1.1776, -0.2600, 1.4855]], "atomic_forces_ev_per_a": [[0.0236, -0.4050, 5.5704], [0.1688, -2.0504, 1.3827], [0.5379, 0.2787, 1.3778], [-3.0122, 1.9314, 1.0431], [-1.5620, -0.1027, 2.0786], [0.7539, 1.3493, -0.3954], [1.5259, 3.8139, -0.3182], [0.6324, 1.6237, -4.6972], [-0.0462, -0.9389, 0.1934], [2.3856, -0.4017, -0.9943], [0.4829, -0.0227, -0.5345], [-1.7038, -0.9771, -1.0340], [-0.0106, 2.6421, -0.3608], [-0.2408, -1.2131, -1.5170], [0.7364, 0.1607, -1.5984], [-0.5748, -1.2334, -0.8717], [-0.9582, -3.1393, 1.6145], [-0.4227, 0.3272, 0.0319], [-0.5169, -0.5003, 0.6559], [1.8008, -1.1423, -1.6268]], "mulliken_charge": [-0.62, -0.29, 0.80, -0.35, -1.06, -1.10, -1.29, 0.30, 0.28, 0.38, 0.34, 0.43, 0.25, 0.31, 0.31, 0.31, 0.31, 0.38, 0.24, 0.08]}